Density functional theory data (ωB97M-V with the def2-TZVPD basis set) for a molecular structure, C5H4CdO.

The geometry in ORCA input format:
```
! RIJCOSX wB97M-V def2-TZVPD def2/J DEFGRID3
* xyz 0 1
C 1.40579 -0.56707 -0.32483
H 1.79558 -1.16888 -1.14975
H 0.05653 -2.11187 0.75661
H 2.08968 0.27946 -0.21376
C 0.46595 -1.10060 0.74142
C -0.06915 -0.04947 -0.06526
C -0.95335 0.92037 -0.23348
C -1.29845 1.92390 -0.99647
O -1.81196 2.79674 -1.57358
Cd -3.06534 0.06787 1.57338
H 1.38473 -0.99045 1.48571
*
```

Computed properties:
LUMO	-0.9	eV
frontier orbital gap	6.43	eV
electronic energy	-11855.7873	eV